DFT (wB97M-V/def2-TZVPD) results for C41H48CsN11S as an isolated structure.

- Energy relative to the best compared isomer or geometry (same formula, charge and spin): 65.8 kJ/mol

XYZ file:
```
102
C41H48CsN11S, DFT wB97M-V/def2-TZVPD
Cs 0.63 0.03 -0.02
C 2.11 0.82 -6.11
C 3.17 0.42 -5.30
C 2.95 -0.30 -4.15
C 1.65 -0.67 -3.76
C 0.59 -0.25 -4.57
C 0.82 0.49 -5.72
N 1.42 -1.40 -2.59
C 1.81 -2.67 -2.55
C 2.23 -3.39 -3.73
C 2.55 -4.71 -3.71
C 2.50 -5.47 -2.51
C 2.13 -4.84 -1.36
C 1.78 -3.46 -1.33
N 1.47 -2.83 -0.14
N 1.47 -3.57 0.89
C 1.26 -2.95 2.13
C 0.86 -3.82 3.16
C 0.71 -3.32 4.44
C 0.96 -1.97 4.67
C 1.33 -1.19 3.60
N 1.48 -1.65 2.35
H 2.28 1.38 -7.02
H 4.19 0.68 -5.59
H 3.77 -0.62 -3.52
H -0.42 -0.51 -4.28
H -0.03 0.79 -6.34
H 2.26 -2.86 -4.67
H 2.84 -5.19 -4.64
H 2.77 -6.52 -2.50
H 2.09 -5.38 -0.43
H 0.70 -4.86 2.92
H 0.42 -3.98 5.25
H 0.87 -1.54 5.66
H 1.51 -0.13 3.74
C -4.24 2.75 0.66
C -3.06 2.00 0.81
N -2.72 1.01 0.00
C -3.55 0.71 -1.02
C -4.75 1.40 -1.25
C -5.08 2.45 -0.38
C -5.60 1.03 -2.35
C -5.26 0.01 -3.17
C -4.05 -0.73 -2.96
C -3.68 -1.81 -3.78
C -2.52 -2.48 -3.53
C -1.72 -2.05 -2.46
N -2.03 -1.05 -1.67
C -3.19 -0.39 -1.91
H -4.47 3.55 1.35
H -2.37 2.22 1.61
H -6.00 3.00 -0.53
H -6.51 1.58 -2.51
H -5.90 -0.27 -3.99
H -4.33 -2.10 -4.60
H -2.20 -3.32 -4.14
H -0.77 -2.55 -2.25
C 4.48 4.36 -2.52
C 3.93 3.31 -3.49
N 2.49 3.37 -3.66
C 1.99 3.96 -4.90
C 2.01 5.48 -4.90
C 1.67 2.84 -2.70
C 0.18 2.94 -2.93
N 2.05 2.27 -1.62
H 5.55 4.22 -2.39
H 4.00 4.27 -1.54
H 4.30 5.37 -2.89
H 4.21 2.31 -3.17
H 4.38 3.45 -4.47
H 0.98 3.60 -5.09
H 2.60 3.57 -5.72
H 1.40 5.88 -4.09
H 1.62 5.86 -5.85
H 3.03 5.86 -4.78
H -0.13 2.35 -3.79
H -0.13 3.97 -3.08
H -0.31 2.55 -2.04
H 3.06 2.23 -1.52
N 1.78 4.03 1.65
C 1.04 3.23 1.27
H 2.43 4.72 1.98
C -4.52 1.22 5.15
N -3.08 1.01 5.00
C -2.71 -0.35 4.65
C -2.23 2.03 4.73
S -0.87 1.81 3.79
N -2.59 3.26 5.24
C -2.96 3.35 6.65
C -1.89 4.44 4.77
H -5.04 0.64 4.38
H -4.76 2.27 5.03
H -4.88 0.88 6.13
H -3.37 -1.04 5.19
H -1.68 -0.55 4.91
H -2.82 -0.53 3.57
H -3.34 2.41 7.03
H -3.73 4.12 6.79
H -2.08 3.63 7.25
H -1.80 4.42 3.69
H -0.88 4.50 5.19
H -2.46 5.31 5.08
```